Entry 1:
14
Properties=species:S:1:pos:R:3:forces:R:3 method="wB97M-V/def2-TZVPD" e_homo_ev=-2.1 lumo_ev=3.807 gap_ev=5.9 charge=-1 smiles="C=C=C1C=CN([S-])C1" relative_energy_kcal_mol=6.0 max_force_ev_per_a=3.87
C -2.958542 -0.652934 -0.091341 -0.63 -0.12 -0.10
C -1.731598 -0.353573 0.212993 3.29 0.28 -0.22
C -0.408262 -0.018732 0.083433 -0.15 -0.12 0.31
C 0.169579 1.296240 0.036006 -0.18 0.86 -0.12
C 1.552036 1.272934 -0.015284 0.00 -0.54 0.00
N 2.109699 0.053375 0.005924 -3.85 0.34 0.20
S 3.694132 -0.482915 -0.065744 1.22 -0.38 -0.04
C 0.904753 -0.876734 0.093780 0.08 -0.48 -0.01
H -3.726835 -0.797608 0.663324 -0.05 -0.03 0.10
H -3.309060 -0.764519 -1.119686 0.08 0.02 -0.05
H -0.405547 2.207956 0.022083 -0.02 0.08 0.01
H 2.183562 2.146593 -0.074007 0.13 0.02 -0.01
H 0.992800 -1.470603 1.008284 0.03 0.05 -0.11
H 0.933280 -1.559479 -0.759764 0.06 0.02 0.05

=====

Entry 2:
83
Properties=species:S:1:pos:R:3:forces:R:3 method="wB97M-V/def2-TZVPD" e_homo_ev=-7.5 lumo_ev=0.570 gap_ev=8.1 charge=0 relative_energy_kcal_mol=0.0 max_force_ev_per_a=1.47
Cd 0.208144 0.792680 -0.580568 -1.25 0.15 0.13
F -1.514441 1.759699 -1.385776 -0.01 0.01 -0.07
O 1.718586 -0.418870 0.315340 0.47 -0.44 0.37
H 2.083888 -0.855761 -0.457299 0.01 -0.22 0.15
C -3.638131 0.385069 3.852262 -0.14 0.19 -0.12
C -2.518277 -0.028224 3.155225 0.24 -0.05 0.15
C -2.326702 0.384103 1.837834 0.23 -0.31 0.52
C -3.242652 1.218159 1.241681 -0.55 0.20 -1.11
C -4.406288 1.593224 1.900403 0.34 -0.21 0.87
C -4.604006 1.134415 3.202386 -0.09 0.69 0.08
O -5.692390 1.513406 3.955271 -0.10 -0.01 0.02
O -1.218401 0.026214 1.137433 -0.68 -0.01 -0.23
H -3.741601 0.246422 4.920278 -0.08 -0.39 -0.05
H -1.778717 -0.642700 3.658949 0.08 0.15 -0.11
H -3.045509 1.502119 0.206543 0.11 0.22 0.16
H -5.096507 2.332778 1.511043 -0.04 -0.20 -0.36
H -6.272482 2.070380 3.427599 0.03 -0.02 -0.04
H -0.674192 -0.635623 1.615724 0.08 -0.21 0.37
C -0.433533 -4.849739 3.321655 -0.13 0.14 -0.76
C -0.499381 -3.477210 3.060432 -0.09 -0.53 0.76
C 0.552893 -2.831338 2.430869 -0.27 0.14 -0.80
C 1.612370 -3.587454 1.942921 0.79 -0.82 0.33
C 1.707965 -4.946865 2.229372 -0.57 0.11 0.15
C 0.665319 -5.575667 2.900837 0.43 -0.24 0.34
O 0.825202 -6.914841 3.196026 -0.07 0.10 -0.25
O 0.482023 -1.503045 2.172527 0.15 -0.51 0.64
H -1.292022 -5.393361 3.703774 0.04 0.23 0.36
H -1.356903 -2.936622 3.443553 0.04 0.17 -0.26
H 2.443351 -3.153541 1.399720 -0.20 0.38 0.04
H 2.567045 -5.549516 1.966341 0.03 0.14 -0.20
H 0.009802 -7.261485 3.569408 -0.01 0.04 0.05
H 1.128756 -1.225261 1.416932 0.30 0.53 -0.42
C -1.252642 3.916869 2.901943 -0.91 -0.98 0.30
O -0.286745 4.572628 2.096847 -0.05 0.31 0.36
P 0.820304 3.805716 1.290395 0.15 0.46 -0.46
O 0.396387 2.539838 0.712865 0.00 -0.02 0.82
O 1.231945 4.848358 0.203637 0.37 0.53 -0.37
C 0.522863 4.895666 -1.053025 -0.39 0.18 0.03
O 2.104725 3.722610 2.184045 -0.24 -0.13 0.62
C 2.260476 4.411338 3.442188 1.23 -0.26 -0.46
H -1.310855 2.841384 2.709904 0.29 0.07 -0.16
H -2.248998 4.287037 2.664287 0.16 0.32 -0.05
H -1.070481 4.042789 3.970229 0.24 0.30 -0.10
H -0.102232 5.789940 -1.082417 0.00 -0.05 0.22
H -0.104639 4.008195 -1.161027 0.12 -0.02 -0.25
H 1.251223 4.996144 -1.853843 0.10 -0.29 0.05
H 1.380707 4.377356 4.072711 -0.21 0.22 -0.18
H 2.654585 5.402187 3.219583 -0.54 0.25 0.21
H 3.078097 3.899369 3.950463 -0.19 -0.18 0.03
C -1.536577 -3.390367 -0.552021 -0.44 -0.75 -0.14
O -0.783231 -3.466082 -1.783953 -0.45 -0.46 0.33
P -0.546734 -2.187964 -2.650788 0.24 0.12 0.35
O -0.272002 -1.003563 -1.841216 0.23 -0.41 -0.51
O -1.770178 -2.008252 -3.611713 -0.59 0.11 -0.61
C -3.104420 -1.934954 -3.047217 0.42 -0.33 -0.03
O 0.620544 -2.655684 -3.593685 -0.47 0.29 -0.55
C 0.371745 -3.366753 -4.821818 1.07 0.47 -0.89
H -1.830410 -2.371270 -0.311898 0.41 0.08 0.24
H -0.952101 -3.899804 0.209727 0.14 0.45 0.17
H -2.451348 -3.979631 -0.673384 0.08 0.08 -0.17
H -3.789467 -1.555019 -3.796318 0.20 0.13 -0.18
H -3.100652 -1.273253 -2.182573 -0.09 -0.04 0.06
H -3.380617 -2.962749 -2.812533 -0.23 0.14 0.29
H 0.824052 -4.350184 -4.739080 -0.43 -0.21 0.12
H 0.918418 -2.852227 -5.623876 0.15 0.04 0.35
H -0.649386 -3.340479 -5.186938 -0.27 -0.32 0.66
C 3.714786 -0.804107 -2.648385 0.33 -0.42 -0.21
O 3.930260 0.611917 -2.613687 0.14 -0.29 0.28
P 2.761507 1.612749 -2.933668 0.53 0.04 -0.75
O 1.586787 1.528344 -2.076653 0.14 0.22 -0.42
O 2.474373 1.418040 -4.470406 -0.27 -0.04 0.19
C 1.240565 0.847966 -4.910836 -0.82 0.20 -0.80
O 3.493469 2.987761 -2.917327 0.02 0.24 0.19
C 3.994121 3.471970 -1.652820 0.85 0.05 -0.29
H 3.770813 -1.227278 -1.646356 -0.14 0.23 0.08
H 4.528168 -1.246775 -3.225668 -0.03 0.14 -0.03
H 2.777167 -1.090420 -3.128673 -0.10 0.17 0.13
H 0.806956 1.488095 -5.683838 0.32 0.10 0.02
H 0.465370 0.782628 -4.145786 0.38 -0.15 0.34
H 1.433327 -0.116843 -5.378963 0.08 -0.10 0.25
H 3.815307 4.541590 -1.639625 -0.25 -0.01 0.24
H 5.074859 3.314780 -1.655381 -0.06 -0.02 0.02
H 3.586579 2.948856 -0.790109 -0.36 0.12 -0.07

=====

Entry 3:
17
Properties=species:S:1:pos:R:3:forces:R:3 method="wB97M-V/def2-TZVPD" e_homo_ev=-8.8 lumo_ev=0.902 gap_ev=9.7 charge=0 smiles=CNCCS.O relative_energy_kcal_mol=49.4 max_force_ev_per_a=4.85
C -1.139957 0.257018 -2.270429 2.06 -1.02 -2.09
N -0.523746 -0.538795 -1.198003 2.61 3.96 1.03
C -0.182654 0.393138 -0.081009 -1.77 0.49 0.72
C 1.170287 1.003756 -0.242560 -0.23 1.83 -1.48
S 1.279429 2.782184 0.366438 -0.04 -0.90 -1.18
H -2.152955 -0.041992 -2.195422 -1.47 1.00 -0.70
H -0.692320 -0.159497 -3.199569 -0.80 -0.15 0.08
H -0.835263 1.334484 -2.500014 -0.79 -1.16 1.67
H -1.098489 -1.272789 -0.939537 -1.36 -1.35 0.77
H -0.947430 1.238353 0.145203 0.80 -1.35 -0.89
H -0.064610 -0.053375 0.892056 -0.73 -1.08 0.24
H 1.831038 0.495237 0.353733 1.67 -0.99 1.95
H 1.589623 0.725350 -1.208035 -0.16 1.06 -0.56
H 0.696276 3.381177 -0.710687 0.21 -0.32 0.45
O 0.302433 -3.012665 3.973898 -2.56 -1.43 -3.09
H -0.087365 -3.867173 4.215191 0.57 0.63 0.35
H 0.855702 -2.664415 4.598751 1.99 0.81 2.74

=====

Entry 4:
76
Properties=species:S:1:pos:R:3:forces:R:3 method="wB97M-V/def2-TZVPD" e_homo_ev=-4.0 lumo_ev=2.026 gap_ev=6.0 charge=-1 max_force_ev_per_a=5.86
C 1.836938 0.074662 -0.177041 -1.71 -0.25 0.76
C 0.632043 0.953282 0.379132 -0.04 3.39 0.05
O 0.686095 2.219050 0.518636 0.80 -4.56 -0.71
N -0.682261 0.319595 0.779033 2.47 0.62 1.44
C -0.578195 0.259810 2.289809 0.48 0.31 0.32
N -1.641982 1.247843 0.375139 -1.72 -0.45 -1.00
C -2.805944 0.564195 -0.320434 0.38 0.31 0.30
C -3.813638 0.092605 0.829488 -1.06 -0.62 0.34
C -5.359272 0.409478 0.597183 -0.76 -0.69 -0.46
O -6.136168 -0.522318 1.438431 -0.44 0.41 -0.67
C -3.371228 1.626160 -1.374653 0.96 0.77 -0.72
C -3.174635 3.179547 -0.920046 -1.25 -0.58 -1.09
C -4.002395 3.583271 0.392346 1.32 0.09 -0.33
S -3.082196 5.047110 1.165924 -0.09 -0.54 0.77
C -2.179838 -0.667097 -1.183118 3.66 -2.40 -3.82
O -2.621698 -1.859134 -1.126207 -0.29 3.07 1.11
O -1.112804 -0.427936 -2.058861 -4.31 0.70 3.91
H 1.983157 0.350540 -1.271890 -0.04 -0.33 1.59
H 2.737170 0.278902 0.489332 -1.07 -0.29 -1.16
H 1.498909 -1.023277 -0.117371 0.67 1.69 -0.18
H -1.537156 -0.156959 2.742671 1.41 0.34 -0.68
H -0.394368 1.330720 2.693649 -0.43 -1.43 -0.49
H 0.363436 -0.336433 2.597860 -1.65 0.64 -0.52
H -1.973071 1.845602 1.143998 0.31 -0.42 -0.39
H -3.735537 -1.049913 0.988587 -0.10 1.76 -0.59
H -3.537218 0.545480 1.858773 -0.33 -0.44 -1.67
H -5.720414 0.226794 -0.485082 1.00 0.33 1.53
H -5.694878 1.459863 0.892259 0.76 -1.18 -0.45
H -7.047934 -0.606301 1.063664 1.23 0.28 0.33
H -2.698827 1.526134 -2.311803 -0.95 -0.04 1.58
H -4.432095 1.414081 -1.756317 1.40 0.30 0.91
H -3.635654 3.790243 -1.790460 0.74 -0.79 1.35
H -2.073595 3.475019 -0.891609 -1.58 -0.71 0.36
H -5.031826 3.943935 0.068941 1.28 -0.51 0.86
H -4.034556 2.793447 1.209005 -0.19 0.93 -1.33
H -2.305699 4.451140 2.175113 -0.95 0.23 -1.22
C 5.106745 3.954312 -0.538355 -0.01 0.78 -0.02
C 3.967092 3.063032 -0.149511 -0.89 0.34 0.28
O 4.334848 1.810367 -0.712978 1.06 0.02 -0.21
C 5.686001 1.815183 -0.855036 0.08 -0.74 -0.21
O 6.341298 0.852758 -1.145615 -0.33 0.68 0.26
O 6.203179 3.053209 -0.624132 -0.01 -0.57 -0.06
H 5.299841 4.731987 0.202109 0.17 -0.14 -0.07
H 4.957622 4.423103 -1.515408 0.01 -0.06 0.04
H 3.873974 2.949529 0.934305 -0.02 -0.01 -0.08
H 3.012855 3.405173 -0.552021 0.01 -0.31 0.08
C 8.403073 -2.070282 -3.303559 0.37 -0.07 0.67
C 7.215035 -1.200064 -3.572575 -0.61 0.51 0.75
O 7.230109 -1.062990 -4.989337 0.58 -0.63 -0.43
C 7.904695 -2.133369 -5.486746 -0.19 0.00 -0.91
O 7.960057 -2.417758 -6.649879 0.05 0.14 0.84
O 8.509462 -2.842736 -4.492610 -0.21 0.17 -0.47
H 8.260535 -2.712917 -2.433481 0.01 -0.08 -0.21
H 9.324154 -1.494025 -3.172530 -0.03 -0.03 -0.04
H 6.275390 -1.670769 -3.273425 0.09 0.09 -0.04
H 7.293716 -0.226966 -3.087209 -0.11 -0.07 -0.20
C 4.301354 -4.076526 0.329817 -0.40 -0.43 0.54
C 5.702558 -3.997111 -0.197584 0.70 -0.38 0.21
O 5.546726 -3.283674 -1.415642 -0.28 0.07 0.07
C 4.398382 -2.556073 -1.309555 -0.69 1.06 -0.75
O 4.057438 -1.718137 -2.089372 0.40 -0.74 0.59
O 3.692573 -2.908427 -0.200530 0.44 0.08 -0.34
H 4.265016 -4.072145 1.420269 -0.13 0.15 -0.12
H 3.763617 -4.954386 -0.040104 0.04 0.05 -0.01
H 6.366714 -3.430308 0.461951 -0.06 0.00 -0.02
H 6.137345 -4.981762 -0.377016 0.00 0.15 -0.17
C -8.904628 -2.484581 4.289711 0.25 -0.65 0.53
C -9.039500 -1.009885 4.519702 0.08 0.46 0.68
O -8.943398 -0.471850 3.209620 -0.22 -0.45 -0.36
C -9.306726 -1.455899 2.343642 -0.09 0.17 -0.92
O -9.496058 -1.289304 1.172785 0.19 -0.11 0.87
O -9.427538 -2.653003 2.979522 -0.06 0.50 -0.25
H -9.471168 -3.073467 5.012784 -0.04 -0.03 -0.23
H -7.862548 -2.816400 4.299650 -0.05 0.07 -0.04
H -10.011542 -0.739098 4.943049 0.03 -0.03 -0.04
H -8.250964 -0.613880 5.161214 -0.03 0.09 -0.23

=====

Entry 5:
12
Properties=species:S:1:pos:R:3:forces:R:3 method="wB97M-V/def2-TZVPD" e_homo_ev="-9.2 / -16.0" lumo_ev="-5.168 / -7.258" gap_ev="4.0 / 8.7" multiplicity=3 charge=+1 relative_energy_kcal_mol=36.0 max_force_ev_per_a=3.81
C -2.067211 2.420165 -0.183285 -2.12 1.03 -2.99
C 1.212736 -0.927227 -0.434365 -0.83 1.47 -1.32
C -1.124370 2.390932 0.698777 1.13 0.70 2.62
N -2.741759 2.417517 -1.175110 -1.21 -0.99 0.97
N 1.043958 -1.902871 0.387509 -0.76 -2.88 2.08
Cl -0.337708 0.871907 0.919418 0.81 -0.67 -0.23
H 1.765380 -0.056368 -0.226731 0.82 0.53 0.32
H -0.893491 3.180646 1.403528 0.15 -0.07 -0.12
H 0.677671 -1.010794 -1.365003 0.35 0.08 -0.41
H 1.135525 -1.800394 1.424684 0.18 -0.52 -1.60
H -3.712881 2.056801 -1.260024 0.86 0.60 -0.47
H 0.519770 -2.707671 -0.009806 0.62 0.73 1.15

=====

Entry 6:
40
Properties=species:S:1:pos:R:3:forces:R:3 method="wB97M-V/def2-TZVPD" e_homo_ev=-8.6 lumo_ev=0.589 gap_ev=9.1 charge=0 relative_energy_kcal_mol=1.3 max_force_ev_per_a=1.36
N 1.649883 2.124996 0.250429 0.13 0.40 -0.07
C 1.351909 0.819839 0.028850 -0.17 0.84 0.00
N 0.266998 0.290689 -0.391747 -0.20 -1.33 0.15
O -0.896987 1.010778 -0.704459 0.25 0.23 -0.57
C -1.422990 1.989966 0.015844 -0.25 0.67 0.30
O -0.923079 2.516777 0.983752 -0.12 -0.17 0.00
C -2.788667 2.336277 -0.534235 0.01 -0.16 0.15
C -3.842875 1.503929 0.201319 -0.29 0.04 -0.11
C -5.250150 1.816782 -0.317576 0.44 0.08 -0.05
O -6.247272 1.094839 0.365813 -0.20 -0.20 0.13
C -6.451685 -0.224632 0.079614 -0.15 -0.14 0.07
C -7.416009 -0.858479 0.865089 0.10 0.18 -0.02
C -7.724864 -2.186415 0.659069 0.01 0.05 0.01
C -7.079289 -2.908320 -0.332997 0.03 -0.15 -0.09
C -6.125646 -2.283303 -1.113369 -0.08 -0.13 0.03
C -5.805947 -0.949563 -0.915309 0.12 0.34 -0.02
C 2.448004 -0.163329 0.201656 0.24 -0.32 0.09
C 2.162066 -1.462013 0.613881 -0.02 0.10 -0.01
C 3.181622 -2.380381 0.783659 -0.02 0.05 -0.02
C 4.497869 -2.022992 0.541965 0.11 0.10 -0.06
C 4.770751 -0.733696 0.119899 0.23 0.02 0.00
Br 6.573867 -0.225526 -0.234089 -0.22 -0.07 0.04
C 3.765898 0.201368 -0.052208 -0.02 -0.01 0.01
H 2.499077 2.319504 0.756428 -0.06 -0.10 -0.02
H 0.874870 2.742291 0.467964 0.09 -0.20 0.00
H -2.812888 2.115098 -1.601259 -0.01 0.06 -0.01
H -2.970413 3.398632 -0.368947 0.09 -0.01 -0.03
H -3.806059 1.722790 1.270154 0.00 -0.03 -0.01
H -3.629139 0.441666 0.067795 0.01 0.01 0.04
H -5.488684 2.867012 -0.124785 0.05 -0.10 -0.10
H -5.310143 1.643576 -1.399672 -0.03 0.04 0.06
H -7.909361 -0.280588 1.630672 -0.06 0.07 0.09
H -8.473155 -2.662065 1.275528 -0.06 -0.03 0.06
H -7.318933 -3.948224 -0.494442 -0.02 -0.08 -0.02
H -5.615660 -2.834614 -1.889872 0.04 -0.04 -0.06
H -5.057138 -0.496453 -1.545999 0.07 0.08 -0.02
H 1.135067 -1.732625 0.794188 -0.10 -0.03 0.03
H 2.955777 -3.384700 1.107537 -0.04 -0.08 0.04
H 5.299029 -2.733624 0.673518 0.06 -0.04 0.01
H 4.010728 1.190666 -0.408861 0.02 0.06 -0.02